Record 1
Below is a structure of composition H15Na2O8, with properties calculated with wB97M-V/def2-TZVPD.

Structure (ORCA input):
```
! wB97M-V def2-TZVPD RIJCOSX def2/J DEFGRID3
* xyz 1 1
H -0.96999 2.87847 -1.83667
O -0.81791 -4.11610 -1.19750
H -2.11969 -0.47951 -2.10799
H -2.66248 2.09831 1.59589
O -0.01290 -0.39019 -0.35715
Na 1.83367 0.01350 -3.00655
O 4.58608 0.70087 1.15480
O 1.67600 0.73109 3.22302
H -3.04206 0.54948 -2.72630
H 4.61874 1.59869 0.82453
H -2.61909 -2.18727 2.11773
O -2.12414 2.35554 0.84738
H 4.70731 0.15485 0.37801
H 2.51378 0.81750 2.76816
Na 1.75250 -2.61395 1.41172
O -1.72928 -1.95963 2.38728
H 0.64403 0.30977 -0.17541
O -0.41376 3.40126 -2.41419
H 1.04864 1.18245 2.65828
H -1.58881 1.58436 0.66047
H -1.42082 -1.35602 1.71145
H -0.57486 -3.19162 -1.24769
O -2.94129 -0.39279 -2.59140
H -0.31400 2.86534 -3.20100
H -0.02968 -4.55440 -0.87686
*
```

Values from the calculation:
HOMO energy (Eh): -0.451
Gap between HOMO and LUMO (eV): 7.03
Max |F| (hartree/bohr): 0.028
E_LUMO (eV): -5.249
ΔE to the lowest compared entry with this formula, charge and spin (kJ/mol): 299.7
Calculated total energy (eV): -25449.4324

***

Record 2
Below is a structure of composition C52H53Ge2IrNO3S5Te, with properties calculated with wB97M-V/def2-TZVPD.

Structure (ORCA input):
```
! wB97M-V def2-TZVPD RIJCOSX def2/J DEFGRID3
* xyz -1 5
C 3.23128 -1.93024 -3.75705
H -4.21491 -3.80843 -1.56560
C 3.61752 -0.01474 1.91787
C -2.27176 -0.80319 3.51305
C -3.17068 -2.09204 -0.98785
Ge 1.45696 0.56643 0.03095
C -1.72720 -1.68432 -5.03948
C 3.27155 -1.91501 -1.33931
C 3.72229 -1.35852 -0.04951
C -1.64271 -2.78117 -2.86774
C -2.72472 -0.82110 -4.53274
C -2.85149 -1.17335 0.08199
C -1.62770 -2.15470 3.41059
C 0.61211 4.26453 4.43113
H -4.20975 0.94915 -2.77065
H -5.10028 2.18365 1.60129
H 1.03342 -1.01918 3.58457
H -1.10479 -0.16854 5.15788
H -3.76102 2.73749 3.59680
C -4.69008 -3.27176 0.51487
H 2.45799 4.48312 2.54826
H -1.09881 7.68368 -1.37534
H -4.79388 -0.45991 -1.89226
H -2.73668 1.80187 6.68621
H 0.94505 5.25461 4.11310
H 5.30105 -2.81225 -0.01311
H -4.88200 -2.46089 2.42030
H 3.29833 -4.03499 0.51948
H -2.27148 -2.96894 2.98218
H 4.55560 0.54506 -1.74031
H -5.19855 -0.19049 -3.65625
C 3.50750 -1.26624 -2.54465
Ir -0.01496 2.42132 -2.41639
H 5.10569 3.04687 1.94547
H 4.54846 1.96655 0.79681
H -0.44919 3.95247 4.29665
C -4.35278 -2.40620 1.51155
C 1.40944 3.12929 3.76377
H 3.19169 -4.77666 -5.06280
H 2.50068 -3.33334 -5.82735
C 2.36256 -3.81285 -0.01681
C -1.21815 6.86811 -0.67612
H -0.55797 -3.33451 -4.60011
C -1.56778 6.93330 0.69900
H -0.31359 -4.51018 -2.61176
C -1.53033 5.70012 1.32237
C 2.48559 -3.85460 -2.50646
H 4.77165 0.18598 -3.53999
H -3.12185 -0.12418 -5.25742
H 3.24438 0.83024 -2.92827
H -1.91276 7.85332 1.17451
S -0.22719 0.76612 1.50435
H 0.65605 1.72165 5.09625
H 4.02011 3.76540 0.69522
C 4.76958 -0.56120 2.44073
C -4.45028 -0.11771 -2.87533
S -2.08609 1.80730 -1.54424
S 1.83670 2.46442 -0.90380
H 3.41723 -1.48457 -4.70140
C -2.29238 2.23278 5.80155
C -3.11249 -0.38790 2.44342
C -3.25154 -0.95700 -3.20928
H 0.75243 4.15764 5.55504
H 2.70394 -1.23783 4.00565
H 1.77354 -4.71922 -0.03733
H -1.40636 -2.51820 4.40439
H 1.49420 -4.43807 -4.98757
H -0.19622 -0.94009 -6.30631
C -1.09531 5.55994 -1.04482
Ge -1.44077 0.07416 -0.30061
C 2.92867 1.11009 2.63486
C -1.24306 -2.67189 -4.20053
H -1.81234 -4.52045 -1.63361
H 6.24018 -2.04521 2.04449
Te -0.27911 4.89756 -2.80462
S -1.07482 4.43733 0.28144
C -3.45515 -1.38781 1.31696
H -5.38248 0.50703 1.35542
C 2.71761 -3.22418 -1.34546
C -2.53127 1.35007 4.61063
C -1.00607 -3.91912 -1.99963
N 0.77550 1.47552 -5.11676
H 1.78990 -3.15851 0.69110
C 3.04455 -0.42861 0.71736
H -4.14310 1.27791 0.42938
H -1.66433 -0.90965 -7.14409
C 2.50754 -4.06066 -4.98487
H 1.58768 -0.60191 5.27014
H -2.62838 3.25871 5.69378
C -1.10365 -1.57959 -6.42075
C 4.75936 -2.03422 0.50743
O 1.76010 1.90666 -4.59191
H -0.80106 -2.57422 -6.77333
O -0.28778 1.40289 -4.33443
H -1.20570 2.27492 5.95382
C 1.29987 1.85407 4.26287
C 2.31400 3.46005 2.79549
C 4.06634 0.16716 -2.65441
C 5.30646 -1.62915 1.74298
C -2.66169 -1.89596 -2.40596
C 1.83046 -0.58252 4.18198
C 3.14660 2.45877 2.28939
C 2.76347 -3.25228 -3.72658
C -3.66688 0.88885 2.51316
C -4.63202 1.23137 1.40940
H -0.39051 -3.45684 -1.21582
C -1.93326 0.09692 4.51308
O 0.69843 1.03601 -6.23714
C 2.01068 0.85176 3.68859
H 2.14518 -4.90316 -2.43018
S 0.39118 -0.96693 -1.19979
C -3.34517 1.74267 3.56425
H -1.59936 5.49530 2.35253
H -0.76434 -2.10159 2.77587
C -4.04911 -3.16735 -0.72870
H 5.31864 -0.13255 3.22619
H -5.36178 -4.03304 0.69606
C 4.24195 2.85353 1.34869
*
```

Values from the calculation:
HOMO energy (spin up / spin down) (Eh): -0.162 / -0.191
Gap between HOMO and LUMO (spin up / spin down) (eV): 6.66 / 6.03
Expectation value of S²: 6.022
Max |F| (hartree/bohr): 0.106
E_LUMO (spin up / spin down) (eV): 2.246 / 0.819
Calculated total energy (eV): -239759.4676

***

Record 3
Below is an isolated molecule of C4H5ClN2, with properties calculated with wB97M-V/def2-TZVPD.

Structure (ORCA input):
```
! wB97M-V def2-TZVPD RIJCOSX def2/J DEFGRID3
* xyz 0 1
H 1.32162 -2.04043 0.47990
N -0.79662 0.45868 0.17779
H 0.72423 1.17927 -1.17762
Cl -3.21777 0.12553 -0.08769
C 0.49030 1.00643 -0.21697
C 0.83753 -1.12927 0.28898
N -1.82926 1.07760 -0.22055
H 2.30892 -0.18942 -0.84749
H 0.59167 1.80539 0.68115
C 1.54531 -0.04941 -0.15091
H -1.38363 -1.47623 0.47826
C -0.59229 -0.76815 0.59516
*
```

Values from the calculation:
HOMO energy (Eh): -0.284
Gap between HOMO and LUMO (eV): 7.93
Max |F| (hartree/bohr): 0.125
E_LUMO (eV): 0.210
ΔE to the lowest compared entry with this formula, charge and spin (kJ/mol): 536.2
Calculated total energy (eV): -19726.3871

***

Record 4
Below is a cluster of 2 separate species, C2H3PS in total, with properties calculated with wB97M-V/def2-TZVPD.

Structure (ORCA input):
```
! wB97M-V def2-TZVPD RIJCOSX def2/J DEFGRID3
* xyz 0 1
C 2.10616 -0.60264 0.05000
H -0.70661 -0.65562 0.03391
S -2.88902 0.42618 0.44341
H 1.81912 -1.42993 -0.49368
C -1.39114 0.20781 -0.09585
H -0.89665 1.15383 -0.38323
P 1.95814 0.90038 0.44543
*
```

Values from the calculation:
HOMO energy (Eh): -0.327
Gap between HOMO and LUMO (eV): 8.35
Max |F| (hartree/bohr): 0.076
E_LUMO (eV): -0.561
ΔE to the lowest compared entry with this formula, charge and spin (kJ/mol): 151.7
SMILES: C#P.C=S
Calculated total energy (eV): -22243.0050

***

Record 5
Below is a cluster of 2 separate species, C3H3N3O in total, with properties calculated with wB97M-V/def2-TZVPD.

Structure (ORCA input):
```
! wB97M-V def2-TZVPD RIJCOSX def2/J DEFGRID3
* xyz 0 1
C -0.78892 0.88995 -0.15529
H 0.51236 2.41724 -0.96829
C -0.95440 -0.16427 0.63409
O 1.57000 1.08413 0.12396
C 0.52941 1.50310 -0.34093
H -1.02999 -2.01915 1.11165
N -1.13932 -1.05874 1.43134
N 1.03728 -2.22409 -0.37186
N 1.91956 -1.71976 -0.79650
H -1.65598 1.29158 -0.66816
*
```

Values from the calculation:
HOMO energy (Eh): -0.356
Gap between HOMO and LUMO (eV): 10.19
Max |F| (hartree/bohr): 0.038
E_LUMO (eV): 0.502
ΔE to the lowest compared entry with this formula, charge and spin (kJ/mol): 76.2
SMILES: N=C=CC=O.N#N
Calculated total energy (eV): -9676.6642

***

Record 6
Below is an isolated molecule of CH3NO3S, with properties calculated with wB97M-V/def2-TZVPD.

Structure (ORCA input):
```
! wB97M-V def2-TZVPD RIJCOSX def2/J DEFGRID3
* xyz 0 1
H -0.71431 0.90411 -0.49777
O 2.17990 1.80553 -2.88395
O 0.81626 2.37373 -1.34616
H 1.28896 -0.37867 1.19949
S 1.00240 -0.15356 -1.76902
C -0.19395 0.00736 -0.23123
N 1.41307 1.65428 -2.06003
H -0.62878 -0.99232 -0.32529
O 0.67338 0.33907 0.78425
*
```

Values from the calculation:
HOMO energy (Eh): -0.359
Gap between HOMO and LUMO (eV): 10.10
Max |F| (hartree/bohr): 0.127
E_LUMO (eV): 0.314
ΔE to the lowest compared entry with this formula, charge and spin (kJ/mol): 417.7
SMILES: O=[N+]([O-])SCO
Calculated total energy (eV): -19548.9851